Entry 1:
C9H35N16O9 | ωB97M-V/def2-TZVPD

Cartesian coordinates (Å):
H: 1.3379 -0.7831 0.8999
H: -2.3322 -1.9658 -1.7969
H: 0.2803 -2.1729 0.1062
H: 0.7390 1.7942 -2.5875
N: -3.1733 -0.3637 0.6148
N: -0.4815 -1.7611 0.6260
H: -1.7314 1.8150 1.1998
C: 0.6381 -2.1190 -1.4947
H: 1.8246 4.9404 -2.5182
H: -0.9655 -1.2943 -2.3812
H: 2.1022 3.1706 -2.6299
O: 0.4432 4.6125 -0.5102
N: 1.3467 2.5978 -0.6130
N: 0.6399 -2.9906 -2.4651
H: -1.7737 -0.8585 2.2573
N: -0.1234 1.3179 -2.3653
H: -0.7085 0.7326 1.5574
N: -1.3410 0.8107 3.2052
N: 1.8196 -0.1191 -0.7499
N: -0.2301 -1.1790 -1.6985
H: -3.6598 -0.3000 1.4976
H: 0.9911 0.4581 -0.7736
H: -1.2964 0.2534 4.0463
H: -1.6551 -0.6582 -0.9865
N: -2.4712 2.0160 1.8574
H: 4.7367 0.2345 0.0618
O: -4.3052 -2.1892 -0.0483
H: 2.0142 2.0102 -1.0918
O: -0.8856 0.1533 -0.4448
O: -3.2581 1.6408 3.9232
N: -2.4611 -1.2584 -1.0876
C: 3.0341 0.4673 -0.7361
H: -1.7771 0.8023 -1.2289
H: 3.4046 -3.6173 0.8021
C: 1.1531 3.7908 -1.0438
O: 3.2606 1.5787 -1.0820
O: -1.4023 2.9017 -3.4652
C: -3.4404 -1.3618 -0.1683
H: -2.2319 -0.0001 0.5750
N: 1.7608 3.9977 -2.1614
N: 3.8710 -0.2715 -0.0589
C: -1.2232 2.0233 -2.6211
C: -0.2582 0.8739 0.5749
H: -1.3907 -2.0338 3.5275
H: 1.6159 -1.0975 -0.6035
H: 3.6580 -1.2070 0.2565
N: 1.8498 -1.0741 1.7205
H: -0.4258 -0.7527 0.6409
C: 2.6759 -2.0902 1.8036
C: -2.3788 1.5587 3.0898
H: -3.1101 1.5202 -2.0571
N: -1.4904 -1.7813 2.5547
H: 0.8756 2.4266 0.2638
H: -0.2463 0.8314 -1.4888
H: -0.1068 -3.0463 -3.1429
H: 0.7842 0.5552 0.5716
H: 1.7874 -0.3554 2.4274
N: -2.1102 1.4323 -1.9445
C: -0.7215 -2.4008 1.7416
O: 3.4083 -2.2860 2.7101
H: 2.2496 -2.6466 -0.1719
H: -0.2303 -0.3681 -1.0964
H: -0.3691 1.9546 0.4869
O: -0.1931 -3.4877 2.0528
O: 1.3796 -2.1009 -0.5169
N: 2.8031 -2.8194 0.6551
H: -0.6072 0.7888 2.5116
H: 1.4315 -3.6172 -2.4937
H: -3.3501 2.3675 1.5050

As for the total charge: -1. The value obtained for the HOMO-LUMO gap is 8.335 eV.



Entry 2:
C9H36N18O9 | ωB97M-V/def2-TZVPD

Cartesian coordinates (Å):
N: -2.3378 -2.9212 -1.3573
H: 0.6664 5.5708 -6.0933
H: 3.2922 1.1727 -1.7735
H: 1.6533 5.3206 -4.5784
O: 3.5031 -2.6393 3.1151
C: 0.1146 4.2873 -4.7218
H: 2.4939 -0.5287 2.5179
N: -2.3841 1.8862 -1.5102
H: -3.1381 1.2399 -1.6945
H: -6.0104 0.9871 -0.1371
H: -3.3123 0.6006 1.7282
H: 1.0058 -0.9844 -1.6837
C: 4.2365 2.9193 -2.3214
N: 0.5892 3.5926 -3.6942
H: 0.7154 -2.5786 4.3040
H: 1.4792 3.7320 -3.2375
N: 0.5776 -0.6564 -0.8298
O: -3.7892 3.7248 -1.5059
C: -1.0462 -0.2862 4.2935
H: -0.3690 -0.3153 0.9656
H: -0.3976 1.4301 1.2735
H: -1.5543 -2.0730 5.0257
N: -0.6120 0.8727 4.6915
H: -1.6977 4.8621 -1.1069
N: 1.8889 -1.1154 3.0746
H: 4.0301 -5.6016 0.0855
H: -2.7964 -0.8912 0.8729
H: 4.1027 -3.8176 -0.1186
H: -2.8371 -3.5103 -2.0083
N: -5.4455 0.6258 0.6182
H: 1.7051 -4.0068 4.2526
O: 0.6931 1.5602 -1.1140
H: -0.2274 1.5074 4.0065
C: 0.3488 0.5553 -0.4530
N: 0.9848 5.0532 -5.2866
H: -2.6605 -1.9860 -1.1537
C: -4.3758 -0.0724 0.2704
H: -0.6287 3.5418 -1.1902
H: -1.5088 -0.5578 6.0348
C: -2.6723 3.1944 -1.4377
H: 0.8699 -3.5660 0.3978
O: -0.7536 -2.6741 0.2022
O: 1.7816 -5.5329 -0.0048
H: -0.3046 -5.2236 -0.2541
O: -0.7489 -0.7926 3.1961
C: 2.4332 -4.6050 0.1401
H: 4.9143 1.0185 -2.3479
H: 2.6028 2.9787 -1.1473
N: 4.1129 1.6072 -2.1708
N: -0.3058 0.6417 0.6489
O: 5.1899 3.5040 -2.8075
H: -1.2215 -5.0886 -1.6739
N: -1.5447 3.9091 -1.4047
O: -4.1808 -0.5383 -0.8823
C: -1.3286 -3.4511 -0.5924
N: 1.5098 -3.0723 3.9228
N: -0.9714 -4.6810 -0.7843
H: 0.1494 -1.4211 -0.3278
N: -3.4959 -0.2394 1.1984
H: -5.3884 0.9375 1.5772
H: -1.4454 1.5739 -1.3066
N: 3.7136 -4.6617 0.2768
H: 3.0290 4.4708 -1.9316
H: 2.3789 -2.6917 0.7254
N: -1.5345 -1.0730 5.1664
H: -0.8512 1.1283 5.6389
H: -0.1462 3.0273 -3.2945
N: 1.8764 -3.4894 0.3632
C: 2.3806 -2.2934 3.3826
H: 0.8823 -1.0352 3.0557
N: 3.1234 3.4677 -1.8615
O: -1.0061 4.1710 -5.2234

The value obtained for the HOMO-LUMO gap is 8.247 eV.